Entry 1:
{
  "formula": "C5H26O9",
  "method": "wB97M-V/def2-TZVPD",
  "mol_weight_da": 230.254,
  "homo_lumo_gap_ev": 9.7148,
  "spin_multiplicity": 1,
  "largest_force_ev_per_a": 3.61,
  "e_tot_ha": -883.155464,
  "smiles": "C=CCCCO.O.O.O.O.O.O.O.O",
  "elements": ["C", "C", "C", "C", "C", "O", "H", "H", "H", "H", "H", "H", "H", "H", "H", "H", "O", "H", "H", "O", "H", "H", "O", "H", "H", "O", "H", "H", "O", "H", "H", "O", "H", "H", "O", "H", "H", "O", "H", "H"],
  "coordinates": [[2.700, -0.233, -1.218], [1.543, -0.851, -1.420], [0.254, -0.169, -1.004], [0.215, 1.173, -1.788], [0.383, 2.385, -0.806], [0.958, 1.955, 0.419], [3.683, -0.646, -1.520], [2.850, 0.592, -0.571], [1.427, -1.805, -1.923], [0.217, -0.034, 0.117], [-0.581, -0.903, -1.200], [0.788, 0.984, -2.691], [-0.809, 1.264, -2.194], [-0.499, 3.048, -0.743], [1.186, 3.131, -1.232], [0.486, 2.135, 1.263], [-0.084, -4.232, -0.053], [0.457, -3.476, 0.170], [-1.025, -4.211, 0.090], [-2.846, -0.589, 1.388], [-2.351, -1.367, 1.122], [-3.778, -0.884, 1.464], [-1.155, -1.309, -3.385], [-0.492, -0.726, -3.863], [-0.593, -2.107, -3.278], [0.983, 0.840, 2.865], [0.059, 0.566, 2.720], [0.900, 1.493, 3.554], [-1.504, 2.288, 1.463], [-1.952, 1.609, 0.974], [-2.008, 3.107, 1.544], [-3.245, 1.449, -1.876], [-3.196, 2.410, -1.902], [-2.474, 1.150, -2.345], [0.126, -1.831, 2.137], [0.835, -1.504, 2.743], [0.093, -1.216, 1.391], [3.126, -0.454, 2.082], [2.392, 0.230, 2.059], [3.034, -1.099, 1.396]],
  "forces_ev_per_a": [[1.6, -1.9, -0.3], [-0.1, 0.5, 0.8], [-0.5, -1.5, 0.6], [-2.8, -0.6, 1.1], [2.9, 1.8, -1.1], [0.0, 0.4, 0.3], [-0.8, -0.1, -0.1], [-0.5, 1.1, 0.3], [0.4, 0.0, -0.2], [0.3, 0.4, -1.3], [0.6, 1.3, -0.2], [0.8, 1.0, 0.3], [0.4, 0.1, 0.2], [0.1, -0.9, 0.4], [-1.3, -1.3, 0.4], [-0.1, 0.1, -1.5], [0.8, -1.4, -1.0], [-0.8, 0.5, 0.6], [0.0, 0.9, 0.4], [-0.8, 0.0, 0.1], [0.0, -0.2, 0.1], [0.9, 0.3, -0.1], [2.0, 0.2, -1.2], [-1.4, -0.7, 0.7], [-0.8, 0.4, 0.1], [-1.2, -0.1, 0.1], [0.3, 0.0, 0.0], [0.2, 0.4, 0.5], [0.8, 0.9, 1.1], [-1.0, -0.4, -0.4], [-0.3, -0.6, -0.3], [-0.7, 0.4, 0.5], [0.0, 0.0, -0.1], [0.4, -0.4, -0.3], [0.4, 0.2, 0.4], [-0.6, -0.3, -0.9], [0.3, -0.1, 0.3], [-0.4, 1.3, 0.9], [1.1, -1.4, -0.3], [-0.4, -0.2, -0.7]]
}

=====

Entry 2:
{
  "formula": "C24H31N5O2",
  "method": "wB97M-V/def2-TZVPD",
  "mol_weight_da": 421.545,
  "homo_lumo_gap_ev": 8.5559,
  "spin_multiplicity": 1,
  "largest_force_ev_per_a": 0.82,
  "e_tot_ha": -1357.423327,
  "smiles": "CCN1CCN(CCc2nc3cc(NC(=O)COc4ccccc4)ccc3n2C)CC1",
  "elements": ["C", "C", "N", "C", "C", "N", "C", "C", "C", "N", "C", "C", "C", "N", "C", "O", "C", "O", "C", "C", "C", "C", "C", "C", "C", "C", "C", "N", "C", "C", "C", "H", "H", "H", "H", "H", "H", "H", "H", "H", "H", "H", "H", "H", "H", "H", "H", "H", "H", "H", "H", "H", "H", "H", "H", "H", "H", "H", "H", "H", "H", "H"],
  "coordinates": [[4.102, -1.235, -4.241], [2.903, -2.173, -4.346], [2.174, -2.214, -3.088], [1.260, -1.105, -2.884], [-0.051, -1.240, -3.667], [-0.700, -2.491, -3.310], [-2.018, -2.633, -3.898], [-3.023, -1.648, -3.268], [-2.635, -1.257, -1.885], [-2.341, -0.029, -1.554], [-2.011, -0.068, -0.226], [-1.617, 0.949, 0.632], [-1.343, 0.614, 1.950], [-0.952, 1.654, 2.807], [-0.605, 1.619, 4.111], [-0.593, 0.647, 4.836], [-0.230, 3.010, 4.647], [0.223, 3.911, 3.664], [1.462, 3.701, 3.112], [1.916, 4.702, 2.254], [3.145, 4.583, 1.639], [3.935, 3.467, 1.868], [3.483, 2.474, 2.717], [2.250, 2.581, 3.340], [-1.454, -0.707, 2.405], [-1.842, -1.725, 1.559], [-2.123, -1.398, 0.242], [-2.538, -2.133, -0.841], [-2.755, -3.549, -0.861], [0.178, -3.602, -3.628], [1.475, -3.452, -2.822], [4.715, -1.518, -3.390], [4.701, -1.294, -5.146], [3.784, -0.205, -4.106], [2.276, -1.865, -5.197], [3.268, -3.182, -4.553], [1.756, -0.173, -3.156], [1.020, -1.069, -1.817], [-0.705, -0.410, -3.400], [0.145, -1.195, -4.755], [-2.003, -2.483, -4.993], [-2.345, -3.660, -3.715], [-3.072, -0.726, -3.847], [-4.018, -2.099, -3.268], [-1.530, 1.964, 0.277], [-0.904, 2.565, 2.366], [0.498, 2.890, 5.458], [-1.134, 3.466, 5.064], [1.287, 5.563, 2.090], [3.488, 5.364, 0.977], [4.897, 3.374, 1.387], [4.089, 1.599, 2.899], [1.916, 1.786, 3.989], [-1.228, -0.920, 3.436], [-1.917, -2.738, 1.925], [-3.587, -3.792, -1.523], [-2.998, -3.888, 0.146], [-1.859, -4.072, -1.205], [-0.316, -4.539, -3.353], [0.410, -3.645, -4.708], [2.140, -4.295, -3.022], [1.219, -3.454, -1.757]],
  "forces_ev_per_a": [[-0.2, -0.2, -0.1], [0.2, 0.2, 0.0], [0.1, -0.1, 0.0], [-0.2, 0.2, -0.1], [0.2, 0.2, 0.1], [0.0, -0.1, -0.2], [0.0, 0.0, 0.0], [0.1, -0.1, -0.1], [-0.1, 0.1, 0.0], [-0.1, 0.3, -0.5], [0.0, -0.7, 0.4], [0.0, -0.2, 0.1], [-0.1, -0.3, -0.1], [-0.1, 0.5, -0.2], [0.1, 0.5, 0.0], [0.0, -0.1, 0.2], [0.0, -0.2, 0.3], [0.0, 0.2, -0.2], [0.2, 0.1, -0.1], [-0.2, -0.1, 0.1], [0.0, 0.0, 0.0], [0.1, -0.1, 0.0], [0.1, 0.1, -0.1], [-0.3, 0.0, 0.2], [0.0, 0.0, 0.2], [-0.1, -0.1, -0.2], [0.2, 0.7, 0.2], [-0.2, 0.2, -0.1], [0.1, -0.3, -0.1], [0.2, -0.1, 0.2], [-0.2, -0.2, -0.2], [0.1, 0.0, 0.1], [0.1, 0.1, -0.1], [0.0, 0.1, 0.0], [0.0, -0.1, 0.0], [-0.1, 0.0, 0.0], [0.0, 0.0, 0.0], [0.0, 0.1, 0.0], [0.0, 0.1, -0.1], [-0.1, 0.0, 0.0], [0.0, -0.1, 0.1], [0.0, 0.0, -0.1], [-0.1, 0.0, 0.1], [0.0, 0.1, -0.1], [0.0, 0.2, -0.1], [0.1, -0.1, 0.2], [-0.1, -0.1, -0.1], [0.1, -0.1, 0.0], [-0.1, 0.1, 0.0], [0.0, 0.1, -0.1], [0.1, 0.0, 0.0], [0.0, -0.1, 0.0], [0.0, -0.1, 0.1], [0.0, 0.0, 0.0], [0.0, -0.1, 0.1], [0.0, 0.0, 0.0], [0.0, 0.0, -0.1], [0.0, 0.0, 0.0], [0.0, 0.0, 0.0], [0.0, 0.0, 0.0], [0.0, 0.0, 0.0], [0.0, -0.1, 0.0]]
}

=====

Entry 3:
{
  "formula": "C34H36F5FeN5P",
  "method": "wB97M-V/def2-TZVPD",
  "mol_weight_da": 696.506,
  "homo_lumo_gap_ev": [7.6752, 7.6167],
  "charge": 2,
  "spin_multiplicity": 2,
  "largest_force_ev_per_a": 0.55,
  "e_tot_ha": -3694.883441,
  "elements": ["Fe", "C", "C", "N", "C", "C", "N", "C", "C", "N", "C", "C", "N", "C", "C", "C", "C", "C", "C", "C", "N", "H", "H", "H", "H", "H", "H", "H", "H", "H", "H", "H", "H", "H", "H", "H", "H", "H", "H", "H", "H", "H", "H", "H", "F", "C", "C", "C", "F", "C", "F", "C", "F", "C", "F", "C", "P", "C", "C", "C", "C", "C", "C", "C", "C", "C", "C", "C", "C", "H", "H", "H", "H", "H", "H", "H", "H", "H", "H", "H", "H", "H"],
  "coordinates": [[-0.312, -0.388, -0.781], [-3.382, 2.599, 0.995], [-2.214, 1.864, 0.427], [-1.901, 0.668, 0.686], [-2.712, -0.198, 1.507], [-2.306, -1.617, 1.119], [-2.034, -1.607, -0.330], [-1.821, -2.941, -0.915], [-0.423, -3.414, -0.561], [0.495, -2.241, -0.520], [1.732, -2.440, -1.322], [2.410, -1.103, -1.601], [1.419, -0.025, -1.639], [1.627, 1.115, -2.175], [2.825, 1.514, -2.963], [0.564, 2.110, -1.891], [0.587, 3.423, -2.327], [-0.399, 4.285, -1.869], [-1.337, 3.821, -0.962], [-1.303, 2.487, -0.572], [-0.389, 1.651, -1.069], [-4.280, 2.350, 0.423], [-3.259, 3.678, 0.960], [-3.546, 2.309, 2.032], [-3.778, -0.042, 1.313], [-2.535, -0.009, 2.570], [-3.079, -2.346, 1.372], [-1.389, -1.907, 1.633], [-2.833, -1.179, -0.787], [-1.914, -2.838, -1.994], [-2.574, -3.656, -0.575], [-0.075, -4.131, -1.302], [-0.396, -3.912, 0.409], [0.804, -2.171, 0.443], [1.450, -2.928, -2.250], [2.418, -3.099, -0.784], [2.978, -1.165, -2.526], [3.107, -0.861, -0.793], [3.559, 0.720, -3.046], [3.305, 2.383, -2.509], [2.516, 1.803, -3.970], [1.356, 3.770, -3.002], [-0.419, 5.315, -2.196], [-2.086, 4.489, -0.563], [0.660, -1.555, -3.714], [-0.542, -0.936, -3.769], [-1.145, -0.437, -2.620], [-2.397, 0.114, -2.868], [-3.142, 0.607, -1.843], [-2.998, 0.200, -4.113], [-4.196, 0.752, -4.244], [-2.336, -0.298, -5.221], [-2.885, -0.235, -6.420], [-1.094, -0.879, -5.041], [-0.441, -1.385, -6.077], [2.312, 1.547, 1.009], [1.095, 0.235, 1.391], [0.321, 0.924, 2.898], [0.266, 0.234, 4.106], [-0.350, 0.804, 5.214], [-0.915, 2.066, 5.129], [-0.851, 2.769, 3.932], [-0.238, 2.202, 2.828], [2.133, -1.146, 1.971], [3.522, -1.130, 1.846], [4.278, -2.238, 2.205], [3.660, -3.380, 2.691], [2.278, -3.412, 2.825], [1.522, -2.308, 2.461], [2.934, 1.307, 0.145], [2.949, 1.736, 1.872], [1.761, 2.461, 0.790], [0.720, -0.741, 4.209], [-0.373, 0.260, 6.148], [-1.388, 2.508, 5.995], [-1.266, 3.766, 3.865], [-0.181, 2.777, 1.911], [4.033, -0.247, 1.484], [5.355, -2.203, 2.112], [4.251, -4.240, 2.973], [1.790, -4.292, 3.222], [0.447, -2.343, 2.599]],
  "forces_ev_per_a": [[0.0, 0.2, 0.5], [0.0, 0.0, 0.0], [-0.1, 0.0, 0.0], [0.0, -0.1, -0.1], [0.0, -0.1, 0.0], [0.0, 0.0, 0.0], [0.0, 0.0, 0.0], [0.0, 0.0, 0.0], [0.0, 0.0, 0.0], [-0.1, 0.0, -0.3], [0.0, 0.0, 0.0], [0.1, 0.0, 0.1], [-0.1, -0.1, 0.0], [0.0, 0.0, -0.1], [0.0, 0.0, 0.0], [0.0, 0.0, 0.0], [0.0, 0.0, 0.0], [0.0, 0.0, 0.0], [0.0, -0.1, 0.0], [0.0, 0.1, -0.1], [0.1, 0.0, -0.1], [0.0, 0.0, 0.0], [0.0, 0.0, 0.0], [0.0, 0.0, 0.0], [0.0, 0.0, 0.0], [0.0, 0.0, 0.0], [0.0, 0.0, 0.0], [0.0, 0.0, 0.1], [0.0, 0.0, 0.0], [0.0, 0.0, 0.0], [0.0, 0.0, 0.0], [0.0, 0.0, 0.0], [0.0, 0.0, 0.0], [0.1, -0.1, 0.0], [0.0, 0.0, 0.0], [0.0, 0.0, 0.0], [0.0, 0.0, 0.0], [0.0, 0.0, 0.0], [0.0, 0.0, 0.0], [0.0, 0.0, 0.0], [0.0, 0.0, 0.0], [0.0, 0.0, 0.0], [0.0, 0.0, 0.0], [0.0, 0.0, 0.0], [0.1, 0.1, 0.0], [-0.2, 0.0, 0.0], [0.1, -0.2, -0.2], [0.1, 0.0, -0.1], [0.0, 0.1, 0.0], [0.0, 0.0, 0.0], [0.0, 0.0, 0.0], [0.0, 0.0, 0.0], [0.0, 0.0, 0.0], [0.0, 0.0, 0.1], [0.0, 0.0, 0.0], [-0.1, 0.0, 0.0], [0.1, 0.0, 0.1], [0.0, -0.1, 0.0], [0.0, 0.0, 0.0], [0.0, 0.0, 0.0], [0.0, 0.0, 0.0], [0.0, 0.0, 0.0], [0.0, 0.0, 0.0], [0.0, 0.0, 0.0], [0.0, 0.0, 0.0], [0.0, 0.0, 0.0], [0.0, 0.0, 0.0], [0.0, 0.0, 0.0], [0.1, 0.0, 0.0], [0.0, 0.0, 0.1], [0.0, 0.0, 0.0], [0.0, 0.0, 0.0], [0.0, 0.0, 0.0], [0.0, 0.0, 0.0], [0.0, 0.0, 0.0], [0.0, 0.0, 0.0], [0.0, 0.0, 0.0], [0.0, 0.0, 0.0], [0.0, 0.0, 0.0], [0.0, 0.0, 0.0], [0.0, 0.0, 0.0], [0.0, 0.0, 0.0]]
}

=====

Entry 4:
{
  "formula": "C3H6OS2",
  "method": "wB97M-V/def2-TZVPD",
  "mol_weight_da": 122.214,
  "homo_lumo_gap_ev": 9.9070,
  "spin_multiplicity": 1,
  "largest_force_ev_per_a": 3.32,
  "e_tot_ha": -989.509532,
  "smiles": "CSC(=O)CS",
  "elements": ["C", "S", "C", "O", "C", "S", "H", "H", "H", "H", "H", "H"],
  "coordinates": [[-2.360, 0.470, -0.087], [-1.161, -0.926, -0.156], [0.394, -0.031, -0.009], [0.431, 1.183, -0.112], [1.520, -0.936, 0.047], [3.147, -0.073, -0.167], [-2.134, 1.245, -0.847], [-2.100, 0.962, 0.866], [-3.403, 0.103, -0.062], [1.461, -1.583, -0.780], [1.535, -1.522, 0.972], [2.670, 1.107, 0.336]],
  "forces_ev_per_a": [[1.0, 0.6, 0.7], [-0.4, 0.3, 0.0], [-2.3, 2.1, -1.0], [0.1, -1.2, 0.6], [2.6, 0.1, 1.1], [-0.8, 0.4, 0.5], [-0.4, -0.8, 0.1], [-0.5, -0.2, -0.3], [0.8, 0.1, -0.2], [-0.2, -1.1, -0.9], [-0.2, 0.1, -0.2], [0.4, -0.6, -0.3]]
}